DFT (ωB97M-V with the def2-TZVPD basis set) results for one molecule with the formula C4H4FN at a distorted geometry.

Structure (XYZ):
```
10
Properties=species:S:1:pos:R:3:forces:R:3
C -0.566 1.606 -0.017 -0.1821 0.6558 0.0748
C -0.534 0.309 -0.220 -2.4191 -0.8285 -1.5123
C 0.413 -0.626 0.395 0.7118 -1.1122 0.8273
F -0.084 -1.261 1.582 0.0878 0.6673 -1.1967
C 0.891 -1.740 -0.495 0.1108 -0.3834 -0.6073
N 1.229 -2.592 -1.209 -0.4904 1.3421 1.1352
H 0.138 2.180 0.549 0.5433 -0.0802 0.4713
H -1.370 2.211 -0.411 -0.0393 -0.1011 -0.2949
H -1.340 -0.094 -0.897 0.9234 0.1158 0.9185
H 1.223 0.007 0.723 0.7537 -0.2755 0.1842
```
Positions in Å, forces in eV/Å.

Computed properties:
Electronic energy in eV: -8418.72779
Relative energy (zero: lowest compared OMol25 entry of this formula, charge and spin) in kcal per mole: 24.6
Molecular weight in g/mol: 85.08

Löwdin atomic charge list, values in e, 5 entries: C 0.044; C -0.144; C -0.307; F -0.028; C -0.126